ORCA calculation (the ωB97M-V functional and the def2-TZVPD basis) on a cluster of 2 separate species, C7H19ClN2Si in total in a non-equilibrium geometry.

Cartesian coordinates (Å):
C 2.6252 0.1496 1.0333
C 2.0178 -1.2100 -1.0552
C 2.7231 1.2274 -1.3317
C -4.5436 -0.1355 -0.8500
C -1.3803 -1.3404 0.5628
C -0.9196 0.2230 2.2601
C 1.9873 0.1811 -0.4214
N -4.0085 0.7213 -1.5978
N -0.7677 -0.1086 0.8802
Si 0.2154 0.6502 -0.2498
Cl 0.0292 2.5589 0.1017
H 2.1321 -0.6425 1.7142
H 3.7389 -0.0364 1.0354
H 2.4463 1.1176 1.4346
H 1.2640 -1.8491 -0.6398
H 3.0354 -1.5851 -1.1780
H 1.6801 -1.1594 -2.0869
H 3.8101 0.9007 -1.5023
H 2.4078 1.3422 -2.3222
H 2.8981 2.1990 -0.9931
H -0.6334 0.1639 -1.3097
H -5.1779 0.0505 0.0010
H -4.5639 -1.0865 -1.3619
H -2.0309 -1.8475 1.3577
H -1.8685 -1.0758 -0.4112
H -0.6266 -2.1071 0.2628
H -0.1845 1.0280 2.3998
H -1.9961 0.5415 2.3640
H -0.4442 -0.5064 3.0274
H -3.8651 1.6355 -1.1239

As for the SMILES: CN(C)[Si@@H](Cl)C(C)(C)C.C=N. The gap between HOMO and LUMO comes out at 9.13 eV. The value obtained for the energy above the lowest of the compared OMol25 structures with the same formula, charge and spin is 88.29 kcal per mole. As for the total charge: 0. As for the HOMO energy: -8.4 eV. The calculation puts the LUMO energy at 0.77 eV.



ORCA calculation (the ωB97M-V functional and the def2-TZVPD basis) on a cluster of 2 separate species, C7H19N2O in total in a non-equilibrium geometry.

Cartesian coordinates (Å):
O -1.7363 -0.9070 -0.9059
C -2.7386 -1.4226 -1.3919
N -2.8060 -1.7419 -2.7142
C -3.9783 -1.7499 -0.5867
C -1.6886 -1.4823 -3.6009
H -3.6591 -2.1705 -3.0816
H -4.1940 -2.8313 -0.6149
H -3.8135 -1.4513 0.4623
H -4.8563 -1.2058 -0.9736
H -1.9526 -1.8145 -4.6190
H -0.7893 -2.0310 -3.2739
H -1.4516 -0.4055 -3.6326
C 2.4204 -0.1614 0.8672
C 0.8616 0.8802 2.4192
C 3.1215 1.7550 2.1936
C 1.5175 2.0471 0.3866
N 1.9803 1.1302 1.4666
H 2.7662 -0.8514 1.6552
H 3.2490 0.0075 0.1590
H 1.5856 -0.6365 0.3251
H 1.1890 0.2024 3.2254
H 0.5244 1.8279 2.8716
H 0.0084 0.4173 1.8953
H 3.9583 1.9464 1.5010
H 2.8109 2.7131 2.6434
H 3.4755 1.0875 2.9972
H 2.3355 2.2419 -0.3273
H 0.6721 1.5979 -0.1612
H 1.1881 3.0085 0.8151

The gap between HOMO and LUMO comes out at 9.47 eV. The value obtained for the energy above the lowest of the compared OMol25 structures with the same formula, charge and spin is 25.34 kcal per mole. As for the total charge: +1. As for the HOMO energy: -12.0 eV. The calculation puts the LUMO energy at -2.56 eV.



ORCA calculation (the ωB97M-V functional and the def2-TZVPD basis) on a structure of composition C7H19N2O in a non-equilibrium geometry.

Cartesian coordinates (Å):
C 0.9920 0.8553 2.6100
C -1.5851 -2.3591 -0.3836
C -1.2437 0.3990 -2.2475
C 1.8391 0.2224 1.5008
C -0.2774 -1.4678 -0.0146
C -1.4861 0.5702 -0.8348
C 1.3787 0.6795 0.1004
N 1.3627 1.9904 -0.2624
N -0.4619 -0.0413 0.0359
O 1.8548 -0.2031 -0.7734
H 0.5823 1.8113 2.3336
H 0.2170 0.2142 2.8090
H 1.4849 0.9666 3.4856
H -1.1483 -3.2998 -0.2882
H -2.4847 -2.1629 0.2954
H -1.8717 -2.0956 -1.3629
H -2.0378 0.6910 -2.8806
H -0.3190 0.7288 -2.6651
H -1.1807 -0.6893 -2.2566
H 1.7848 -0.9288 1.4293
H 2.9255 0.4854 1.5497
H 0.5419 -1.5159 -0.7902
H 0.2149 -1.8697 0.9329
H -2.4863 0.1066 -0.7103
H -1.7043 1.6094 -0.3760
H 0.9095 2.2759 -1.0892
H 1.1878 2.5892 0.5593
H -0.6599 0.3295 0.9312
H 1.6708 0.1086 -1.6376

The gap between HOMO and LUMO comes out at 11.27 eV. The value obtained for the energy above the lowest of the compared OMol25 structures with the same formula, charge and spin is 77.47 kcal per mole. As for the total charge: +1. As for the HOMO energy: -13.9 eV. The calculation puts the LUMO energy at -2.65 eV.